Computed, not measured: a molecular structure, C32H52GeN8OSSeY at a distorted geometry, with wB97M-V/def2-TZVPD.

CARTESIAN COORDINATES (ANGSTROEM)
Y -0.1599 -1.1931 -1.2544
Se -1.2253 1.9355 -0.8044
Ge -0.4321 -4.5875 -0.6487
S -3.4313 -1.5867 -2.0786
O 0.6137 -0.9780 -4.4485
N -5.5804 -1.0401 -0.5524
N 0.3694 -0.1148 1.6178
N -1.7618 0.3699 2.3806
N -4.3181 0.7013 -0.9241
N -0.0093 1.2430 3.5611
N 3.4454 0.2865 -2.4180
N 2.4742 -0.3134 -0.3841
N 3.9099 1.5532 -0.5488
C 2.6769 -0.6059 0.9645
C 0.1437 5.6408 0.5340
C 3.9204 -1.1076 1.3500
C 1.8878 -1.1233 3.1820
C -1.2690 0.4141 -4.2293
C -4.4379 -0.6276 -1.1772
C 4.1453 -1.6251 2.6125
C 3.2325 0.4718 -1.0689
C -2.3652 -0.6810 1.6041
C -0.3066 4.3364 0.4873
C 0.2131 6.4004 -0.6230
C 0.8871 -4.9496 -2.1758
C -2.5978 1.5367 2.5397
C -5.3461 1.1030 -0.1123
C -6.0205 -2.4009 -0.5116
C -6.1345 0.0299 0.1111
C -0.2834 -6.2262 0.5528
C -0.6926 3.7714 -0.7234
C 3.3322 -1.0439 -2.9886
C -0.2062 -0.5094 -3.6364
C -0.6433 4.5429 -1.8791
C -0.4001 -2.9435 0.3618
C 1.6374 -0.5671 1.9237
C 1.2767 1.8792 3.6016
C -0.6186 1.0531 4.8547
C -2.2064 -4.9457 -1.5309
C 3.1086 -1.6647 3.5252
C -0.4061 0.4578 2.4739
C -0.1920 5.8460 -1.8268
C 3.0526 1.3552 -3.3168
C 5.1525 2.0268 -1.0990
C 3.4722 2.1660 0.6747
H -5.4421 2.1137 0.2235
H 3.5027 -1.7848 -2.2090
H 1.1962 2.7922 4.2000
H -2.4867 -0.3846 0.5558
H -2.2427 -5.9624 -1.9184
H 3.0033 2.2937 -2.7683
H -2.0328 2.3502 2.9867
H -1.1096 0.5776 -5.2993
H 0.4468 6.0710 1.4804
H 0.7935 -4.1607 -2.9230
H -6.0268 -2.7767 0.5128
H -5.3117 -2.9848 -1.0989
H 2.3941 2.0378 0.7489
H -1.2553 1.3646 -3.6956
H 2.0613 1.2407 4.0312
H -0.3610 3.7388 1.3864
H 5.9459 1.9768 -0.3438
H -0.8841 2.0165 5.3023
H 4.1036 -1.1452 -3.7619
H -0.9867 -6.1538 1.3791
H 5.1141 -2.0292 2.8654
H 0.7080 -6.3243 0.9865
H -0.9598 4.1077 -2.8163
H 1.0709 -1.1612 3.8866
H -0.5022 -7.1469 0.0209
H 5.0681 3.0664 -1.4317
H 2.3601 -1.2203 -3.4607
H -2.9611 1.8687 1.5613
H -1.7405 -1.5831 1.6262
H -3.0231 -4.8267 -0.8209
H 0.5745 -2.9506 0.8934
H -3.3492 -0.8946 2.0260
H -0.1521 6.4360 -2.7331
H 0.0748 0.5458 5.5377
H 2.0622 1.1623 -3.7451
H 3.6898 3.2349 0.6360
H 1.9111 -4.9355 -1.8075
H 3.2488 -2.1047 4.5027
H -2.3889 -4.2642 -2.3587
H -7.0206 -2.5001 -0.9358
H -1.5157 0.4495 4.7602
H 0.7262 -5.9023 -2.6698
H 4.7079 -1.1302 0.6071
H 1.5636 2.1548 2.5918
H 3.7767 1.4432 -4.1318
H 0.5800 7.4173 -0.5879
H -7.0356 -0.0621 0.6809
H -3.4557 1.2916 3.1733
H -3.4853 1.2490 -1.1544
H 3.9522 1.7317 1.5612
H -2.2463 -0.0374 -4.0570
H 5.4325 1.4074 -1.9471

Lowest unoccupied orbital energy   2.35 eV
HOMO-LUMO gap   4.8620 eV
Strongest force on any atom   3.12 eV Å⁻¹
Energy above the lowest of the compared OMol25 structures with the same formula, charge and spin   3.243 eV
Charge   -1

***

Computed, not measured: 5 unconnected molecules or ions with the total composition C32H52N7O5 at a distorted geometry, with wB97M-V/def2-TZVPD.

CARTESIAN COORDINATES (ANGSTROEM)
O 2.7807 0.4699 5.1045
O 0.0780 -0.1021 0.0771
O 1.0712 0.1031 1.9671
O 2.1742 -0.7044 0.2771
O -3.0077 3.7977 4.3595
N 2.4127 -4.7960 -1.7321
N 3.1507 1.7541 -2.7331
N -1.3417 2.2403 1.4584
N -4.6190 -5.2383 -1.5385
N 4.0397 -0.0337 2.7637
N 1.1092 -0.2510 0.7635
N -3.7759 2.9799 -3.5242
C 0.3170 -3.7319 -1.3468
C 4.5570 1.5856 -2.4029
C -6.1010 -5.2925 -1.4448
C -2.8250 3.5785 -4.2585
C 0.9448 0.8640 -2.7339
C 3.8714 -4.7426 -1.7270
C -5.2086 3.3127 -3.6734
C 2.6729 2.9792 -2.9310
C -2.7590 3.5767 3.0189
C 3.3962 1.5791 4.4987
C 3.5290 -0.1121 6.1627
C 1.3217 3.2207 -3.1125
C -1.7728 2.4181 2.9390
C -1.0369 2.3842 -3.1702
C -2.5951 -5.5885 -2.7784
C 1.7954 -5.8884 -2.2154
C -3.3690 2.0529 -2.6284
C -2.0270 1.7223 -2.4470
C -2.5134 -4.7131 -0.5554
C 0.4149 -5.9222 -2.2569
C 1.6836 -3.7229 -1.3264
C -0.3828 -4.8859 -1.8118
C -3.8948 -4.8548 -0.4605
C -3.9841 -5.6349 -2.6480
C 0.4344 2.1649 -2.9610
C -3.9047 4.8719 4.6398
C 4.9832 2.2235 2.5198
C -0.5001 2.7402 3.6692
C -1.8556 -5.0734 -1.7395
C -1.4985 3.3569 -4.0701
C 4.5738 1.1806 3.5581
C 2.3058 0.6923 -2.6299
H -6.4666 -4.8855 -2.3857
H -3.8001 5.2046 5.6680
H -1.0063 3.1389 1.1168
H -4.5852 -5.8895 -3.5112
H 0.9992 4.2054 -3.4190
H -4.3790 -4.6520 0.4839
H 2.4043 -6.6915 -2.6069
H -0.7648 3.8447 -4.6977
H 3.3490 3.8234 -2.9056
H -2.0580 -4.3170 0.3413
H -5.7190 2.3978 -3.9648
H 3.7372 2.3102 5.2357
H 4.3255 -5.7205 -1.5893
H -3.1159 4.2759 -5.0346
H 5.2017 3.2202 2.9124
H 3.0171 0.0633 2.7068
H -2.2934 4.4726 2.5821
H -2.2509 1.4925 3.2555
H -0.6860 1.4615 1.3411
H -3.6463 3.2864 2.4360
H -0.2569 -2.8698 -1.0312
H 2.7507 -0.2816 -2.5007
H 4.1362 -4.1672 -0.8388
H -1.8382 1.0027 -1.6599
H 2.3143 -2.9906 -0.8385
H -3.6792 5.7080 3.9721
H 4.4665 -0.5532 5.7948
H -0.1255 -6.8165 -2.5438
H 5.0642 0.8334 -3.0123
H -5.4974 3.6447 -2.6769
H -6.3436 -6.3525 -1.3892
H 4.2747 -4.2306 -2.5984
H -4.9412 4.5689 4.4794
H -0.8062 2.6325 4.7155
H 2.6027 2.0916 3.9500
H 4.6065 -0.0803 1.9215
H 0.2883 1.9910 3.5915
H 3.7947 0.6178 6.9276
H -4.1519 1.4516 -2.1871
H 0.3644 -0.0437 -2.6784
H -6.4321 -4.6969 -0.6022
H -2.2330 -5.8612 -3.7603
H 2.9659 -0.9696 6.5219
H 5.2938 0.6688 4.1943
H -2.2019 2.0157 0.9577
H -0.1280 3.7590 3.5694
H 4.6280 1.2640 -1.3657
H 4.1171 2.3467 1.8683
H 5.1760 2.4508 -2.6317
H 5.9691 2.0365 2.0891
H -5.3689 4.1194 -4.3817
H 4.2835 -0.8913 3.2591

Lowest unoccupied orbital energy   -13.03 eV
HOMO-LUMO gap   6.3231 eV
Strongest force on any atom   2.10 eV Å⁻¹
Charge   +5